(1)
{
  "formula": "C6H6S",
  "method": "ωB97M-V with the def2-TZVPD basis set",
  "homo_lumo_gap_ev": 7.92,
  "total_charge": 0,
  "lumo_energy_ha": -0.0248,
  "smiles": "S=C/C=C\\C1C=C1",
  "max_force_ev_per_a": 1.65,
  "e_above_lowest_ev": 3.9351,
  "energy_ev": -17150.4715,
  "homo_energy_ev": -8.592,
  "species": ["S", "C", "C", "C", "C", "C", "C", "H", "H", "H", "H", "H", "H"],
  "positions_angstrom": [[-3.69198, 0.25411, -0.03339], [-2.06338, 0.28797, 0.07160], [-1.25924, -0.87536, -0.10689], [0.07906, -1.05882, -0.02886], [1.22220, -0.19281, 0.31743], [1.27951, 1.30515, 0.26141], [1.99883, 0.70510, -0.63653], [-1.57139, 1.23130, 0.28196], [-1.84729, -1.76404, -0.31324], [0.39856, -2.09057, -0.15383], [1.83844, -0.70269, 1.06222], [0.95336, 2.19482, 0.73834], [2.66332, 0.70584, -1.46023]],
  "forces_ev_per_angstrom": [[0.5, 0.1, 0.1], [-0.7, 0.6, 0.0], [0.8, -1.0, -0.2], [-0.6, -0.1, -0.1], [0.4, 0.3, 0.2], [0.6, -0.8, -0.7], [-1.3, 0.2, 1.0], [0.1, 0.1, 0.0], [0.0, 0.0, -0.1], [-0.1, 0.0, -0.1], [0.0, 0.1, 0.1], [-0.2, 0.5, 0.2], [0.4, 0.1, -0.5]]
}

(2)
{
  "formula": "C6H6S",
  "method": "ωB97M-V with the def2-TZVPD basis set",
  "homo_lumo_gap_ev": 9.31,
  "total_charge": 0,
  "lumo_energy_ha": 0.0332,
  "smiles": "Sc1ccccc1",
  "max_force_ev_per_a": 1.58,
  "e_above_lowest_ev": 0.0500,
  "energy_ev": -17154.3567,
  "homo_energy_ev": -8.410,
  "species": ["S", "C", "C", "C", "C", "C", "C", "H", "H", "H", "H", "H", "H"],
  "positions_angstrom": [[2.85687, -0.16418, -0.00128], [1.08523, -0.07672, -0.00897], [0.38402, 1.12553, 0.00730], [-1.00311, 1.12343, 0.00787], [-1.71053, -0.07319, -0.00232], [-1.01542, -1.27816, -0.00383], [0.37683, -1.30191, 0.01480], [3.07254, 1.10978, 0.05613], [0.94093, 2.01436, -0.04124], [-1.55157, 2.08826, -0.02071], [-2.78856, -0.10483, 0.00799], [-1.52014, -2.21855, 0.01308], [0.87292, -2.24383, -0.02881]],
  "forces_ev_per_angstrom": [[-0.4, -1.3, -0.1], [-0.4, -1.0, 0.3], [-0.3, -1.3, -0.2], [-0.6, 0.6, -0.2], [0.2, -0.2, 0.1], [0.8, 0.5, 0.2], [-0.4, 1.5, -0.4], [0.2, 1.3, 0.1], [0.4, 1.2, 0.1], [0.5, -0.8, 0.1], [-0.1, 0.2, 0.0], [-0.4, -0.4, -0.1], [0.5, -0.5, 0.1]]
}

(3)
{
  "formula": "C6H7AgLiO6",
  "method": "ωB97M-V with the def2-TZVPD basis set",
  "homo_lumo_gap_ev": [8.27, 5.92],
  "total_charge": 2,
  "lumo_energy_ha": [-0.3278, -0.4108],
  "max_force_ev_per_a": 6.00,
  "multiplicity": 2,
  "e_above_lowest_ev": 0.0000,
  "energy_ev": -22801.4069,
  "s2": 0.756,
  "homo_energy_ev": [-17.193, -17.098],
  "species": ["Ag", "O", "O", "C", "C", "O", "C", "H", "H", "H", "H", "Li", "O", "O", "C", "C", "O", "C", "H", "H", "H"],
  "positions_angstrom": [[-3.52102, 0.17867, 1.10527], [-2.10805, -0.00799, -0.25966], [0.10564, 1.04325, 0.52315], [-0.08689, 1.89347, 1.64744], [-0.72862, 0.98629, 2.68529], [-1.55488, 0.11790, 1.88617], [-1.08595, 0.03947, 0.53135], [0.88360, 2.27666, 1.98107], [-0.77152, 2.70934, 1.37241], [-1.36280, 1.51716, 3.40036], [0.00440, 0.35797, 3.20543], [2.06855, -0.89839, -5.29673], [2.81758, -0.43788, -3.41591], [1.44477, -0.50318, -1.62512], [0.52161, -1.16564, -1.01990], [0.04996, -0.95638, 0.34965], [0.69935, -1.05297, -3.73942], [1.65662, -0.64495, -3.09044], [0.21157, -2.02425, -1.63698], [1.11822, -1.60581, 0.48948], [-0.36215, -1.82276, 0.90710]],
  "forces_ev_per_angstrom": [[-5.5, 0.4, 1.6], [5.9, -0.1, -1.0], [-1.3, 1.4, -0.9], [0.8, 0.1, 1.2], [0.3, -0.3, 0.3], [2.1, 0.0, 0.0], [-2.1, 1.9, 0.4], [-0.3, 0.0, -0.2], [0.1, -0.2, -0.4], [0.2, -0.1, -0.2], [-0.1, 0.3, 0.0], [0.0, 0.0, 0.2], [-0.9, 0.4, 0.4], [-2.2, 0.6, 3.1], [0.7, -0.2, -3.0], [2.7, -5.0, -1.1], [-0.3, 0.3, 0.6], [1.6, -1.4, -2.2], [-0.5, -0.1, 0.5], [-0.5, 2.4, 1.5], [-0.8, -0.3, -0.9]]
}